(1)
{
  "formula": "C14H50O11",
  "method": "the ωB97M-V functional and the def2-TZVPD basis",
  "e_homo_ev": -9.76,
  "de_lowest_kcal_mol": 6.3,
  "smiles": "CCO.CCO.CCO.CCO.CCO.CCO.CCO.O.O.O.O",
  "elements": ["H", "H", "H", "H", "H", "H", "C", "O", "C", "H", "H", "O", "H", "H", "C", "H", "H", "C", "O", "H", "C", "H", "O", "H", "H", "C", "H", "H", "H", "C", "H", "C", "O", "H", "O", "O", "C", "H", "H", "H", "H", "H", "O", "C", "H", "O", "H", "H", "C", "H", "H", "C", "H", "H", "H", "H", "H", "C", "O", "H", "H", "H", "C", "H", "H", "H", "H", "H", "H", "H", "H", "H", "O", "H", "H"],
  "xyz": [[11.956896, 13.512631, 9.786746], [10.982188, 10.240996, 5.543120], [13.683613, 8.217598, 9.745217], [6.664456, 9.878671, 9.101884], [5.896354, 8.293338, 11.567919], [5.817875, 13.930785, 12.994120], [12.293505, 13.553646, 10.829636], [7.699581, 9.298543, 11.436335], [11.514147, 14.717819, 11.567079], [12.109179, 12.554400, 11.223970], [13.960300, 11.124974, 9.885115], [10.071400, 11.835348, 13.001869], [8.570292, 8.847958, 11.479351], [7.457239, 14.846157, 10.637835], [6.741155, 14.134963, 11.019512], [5.770284, 10.523788, 10.407348], [8.858594, 10.560435, 10.196874], [5.076300, 10.664986, 14.200030], [8.849058, 13.651777, 8.442541], [5.809676, 14.395267, 10.596789], [6.634840, 8.614477, 10.820376], [10.246791, 14.574864, 10.192617], [7.014673, 12.835391, 10.585212], [11.690680, 9.336956, 7.675442], [4.501414, 10.359991, 15.037606], [11.213495, 8.724202, 12.419849], [7.357210, 10.490975, 12.747470], [10.674938, 11.631980, 4.542191], [14.112601, 8.998452, 8.107373], [6.569727, 10.635966, 14.507935], [12.792105, 11.707215, 7.781671], [5.981950, 9.598581, 9.917822], [12.945051, 11.946060, 6.863141], [11.352796, 9.694416, 11.895993], [10.185596, 14.796329, 11.116215], [7.425992, 11.126317, 13.487775], [11.390603, 11.223555, 5.262912], [5.103000, 9.231756, 9.402043], [12.178734, 9.565770, 14.169961], [6.800787, 11.327831, 15.245438], [4.762997, 11.695658, 14.002746], [15.491430, 11.258502, 9.684519], [12.120009, 10.358378, 9.374331], [6.762541, 14.309336, 12.538120], [6.934959, 7.734828, 10.210440], [14.734314, 11.603474, 10.152156], [9.986344, 12.825796, 12.846033], [6.865514, 9.646417, 14.843341], [11.608981, 12.165183, 6.378539], [10.211408, 7.244528, 11.544182], [12.044075, 8.104364, 12.039198], [13.416672, 8.392203, 8.699513], [12.341020, 11.049246, 4.740586], [11.322219, 8.437869, 9.171469], [11.595223, 14.592577, 12.665634], [10.852737, 12.156141, 7.153701], [9.208089, 11.589488, 13.390439], [11.302138, 8.984851, 13.899441], [9.954241, 8.072842, 11.984773], [13.403279, 13.599289, 10.849866], [11.586601, 13.206374, 6.036211], [7.976456, 14.040984, 8.532416], [12.070884, 9.083074, 8.663688], [7.551359, 13.761834, 13.037673], [13.402951, 7.406147, 8.226053], [11.351809, 8.067155, 14.496563], [10.406878, 9.601192, 14.171619], [7.046179, 15.343611, 12.790317], [7.948226, 12.672944, 10.900742], [9.820269, 11.391612, 11.064133], [11.195012, 10.724400, 9.469585], [4.815355, 10.062446, 13.341253], [9.453972, 11.324921, 10.148733], [12.075903, 15.628933, 11.292429], [8.874103, 12.933289, 9.101705]],
  "atomic_forces_ev_per_a": [[0.2, 0.2, 0.0], [0.2, 0.2, 0.2], [0.4, 0.4, -0.2], [0.1, -0.1, 0.2], [0.3, -0.2, 0.1], [0.6, 0.7, -0.1], [0.0, 0.1, 0.5], [0.6, 0.4, 0.1], [2.4, -0.8, -0.6], [-0.4, 0.0, 0.3], [-0.7, -0.6, -0.4], [-0.2, 1.8, -0.5], [-0.4, -0.5, 0.3], [0.5, 0.2, -0.5], [0.7, 0.5, 1.1], [-0.3, 0.6, 0.6], [-0.2, 0.1, 0.1], [0.8, 1.1, -0.8], [0.5, -0.1, 0.2], [-1.3, 0.3, -0.3], [-0.5, -0.6, -0.4], [-0.5, -0.1, -0.9], [1.7, -0.7, 0.5], [0.3, -0.5, -0.3], [-0.4, -0.6, 0.9], [0.7, 0.2, -1.1], [0.3, 0.2, -0.2], [0.1, 0.0, 0.0], [0.3, -0.1, 0.6], [-0.3, -0.3, -0.7], [0.6, -0.2, 0.4], [0.2, 0.4, -1.7], [-0.7, -0.1, 0.8], [-0.5, -0.6, 0.1], [-0.2, -0.2, 1.0], [-0.4, -0.8, -0.8], [-0.8, -0.9, -1.4], [-0.4, -0.2, 0.2], [0.1, 0.2, -0.3], [0.0, 1.0, 2.1], [0.1, -0.1, -0.2], [0.1, -0.2, -0.3], [-0.4, -0.2, -0.1], [-0.5, 0.0, 0.3], [0.2, 0.3, 0.6], [0.6, 0.8, 0.7], [0.2, -1.7, 0.3], [0.2, -0.3, 0.0], [1.0, 1.3, -0.1], [-0.3, 0.5, 0.3], [-0.3, 0.1, 0.3], [-0.2, 0.3, -0.4], [-0.3, 0.1, 0.1], [0.2, 0.3, -0.3], [-0.5, 0.1, -0.6], [-0.1, -0.4, 0.4], [-0.1, 0.0, -0.1], [-1.3, 0.0, 0.4], [1.3, 0.0, 0.3], [-0.7, 0.5, 0.0], [-0.1, -0.1, -0.3], [-0.1, -0.1, 0.1], [-1.2, 0.4, 0.8], [0.3, -0.6, -0.3], [-0.3, 0.1, -0.1], [-0.3, 0.1, -0.1], [0.8, -0.6, 0.1], [-0.9, -0.1, 0.0], [-1.4, -0.2, -0.6], [-0.2, 0.1, -0.3], [1.0, -0.5, -0.1], [0.0, -0.3, -0.2], [0.6, -0.2, 0.5], [-0.4, 0.0, 0.3], [-0.1, 0.2, -0.4]]
}

---

(2)
{
  "formula": "H32O20P",
  "method": "the ωB97M-V functional and the def2-TZVPD basis",
  "total_charge": -3,
  "e_homo_ev": -0.51,
  "de_lowest_kcal_mol": 70.5,
  "elements": ["O", "O", "H", "O", "H", "H", "O", "H", "H", "H", "H", "H", "O", "H", "P", "O", "H", "O", "O", "H", "H", "H", "H", "H", "H", "H", "H", "O", "H", "O", "O", "H", "H", "H", "O", "H", "H", "H", "H", "O", "O", "O", "O", "H", "H", "H", "O", "O", "O", "O", "H", "H", "H"],
  "xyz": [[-17.771000, -3.530000, 21.609000], [-15.455000, -5.423000, 18.021000], [-17.987000, -2.291000, 20.978000], [-17.962000, -5.479000, 24.755000], [-18.993000, -2.401000, 19.127000], [-20.452000, -5.272000, 20.308000], [-16.243000, -7.539000, 20.278000], [-17.787000, -3.091000, 23.045000], [-14.986000, -5.283000, 22.366000], [-16.372000, -3.567000, 19.404000], [-20.181000, -6.664000, 23.465000], [-15.023000, -4.883000, 20.615000], [-16.381000, -5.094000, 20.280000], [-21.518000, -6.133000, 20.759000], [-17.749000, -4.911000, 21.116000], [-16.283000, -2.749000, 18.928000], [-16.206000, -3.080000, 21.774000], [-18.973000, -7.704000, 19.601000], [-18.863000, -5.235000, 20.220000], [-17.612000, -3.726000, 24.376000], [-20.186000, -4.665000, 22.428000], [-14.545000, -5.586000, 18.249000], [-19.528000, -3.306000, 22.068000], [-17.493000, -0.846000, 20.975000], [-17.965000, -5.721000, 23.802000], [-16.353000, -6.545000, 20.201000], [-13.671000, -4.012000, 20.189000], [-17.806000, -5.810000, 22.258000], [-14.828000, -3.560000, 21.491000], [-18.119000, -1.400000, 20.494000], [-17.649000, -2.868000, 24.002000], [-16.306000, -7.640000, 21.228000], [-18.428000, -5.650000, 18.650000], [-19.241000, -6.315000, 22.299000], [-15.396000, -5.500000, 23.209000], [-18.954000, -5.560000, 24.947000], [-19.339000, -3.828000, 19.261000], [-16.802000, -2.092000, 19.459000], [-17.433000, -7.275000, 22.622000], [-15.295000, -2.849000, 21.941000], [-14.035000, -4.762000, 20.721000], [-20.188000, -6.594000, 22.499000], [-21.432000, -5.230000, 20.326000], [-16.272000, -5.776000, 22.960000], [-17.247000, -8.079000, 23.999000], [-19.036000, -6.791000, 19.944000], [-18.139000, -5.670000, 17.702000], [-17.137000, -8.081000, 23.052000], [-19.629000, -3.038000, 18.755000], [-20.317000, -3.699000, 22.393000], [-15.879000, -5.347000, 18.932000], [-17.189000, -5.402000, 17.714000], [-18.076000, -8.026000, 19.822000]],
  "atomic_forces_ev_per_a": [[-0.1, 2.6, 0.2], [0.3, -0.1, -0.1], [-0.4, 0.5, -0.5], [-2.7, -1.0, 1.3], [-0.5, 0.1, -0.5], [-0.3, 0.9, -0.3], [0.1, -0.5, -0.1], [0.3, 0.4, 1.1], [0.3, 0.0, 0.4], [0.0, -0.6, 0.3], [-0.1, -0.1, -0.4], [-0.2, 0.1, -1.0], [-2.4, 0.7, 2.0], [-0.4, 1.6, -0.7], [2.8, 0.6, -4.1], [-0.1, 2.0, -0.4], [-0.6, 0.2, 0.3], [-0.3, -1.4, 0.2], [-1.7, 0.0, -1.5], [0.1, -1.3, 0.9], [-0.3, 0.7, -0.3], [0.5, -0.1, 0.0], [0.9, 0.3, -0.3], [-0.1, 0.1, -0.1], [0.4, 0.5, 0.0], [0.3, -1.0, -0.3], [-1.1, -1.0, 0.5], [0.2, -3.0, 3.1], [0.4, 0.5, 0.4], [0.3, 0.7, 0.5], [-0.3, 1.8, -0.4], [0.3, -0.5, 0.3], [0.4, 0.0, -1.4], [-0.8, -0.6, 0.0], [1.3, -0.2, 0.6], [2.1, 0.5, -0.2], [-0.6, 0.1, -0.7], [0.5, -0.8, -0.7], [-0.5, 0.6, 0.3], [1.0, 1.2, 0.2], [2.7, 0.3, -0.5], [0.0, -0.1, 0.8], [-0.6, -2.6, 0.6], [-0.3, -0.1, 0.0], [-0.1, 0.7, 0.1], [0.2, -0.6, -0.2], [0.7, 0.3, 0.1], [0.7, -2.4, 0.0], [0.6, 0.3, 0.6], [-1.7, -0.5, 1.3], [0.3, 0.0, -1.1], [-1.4, -0.4, -0.3], [-0.4, 0.6, -0.2]]
}

---

(3)
{
  "formula": "CH3NO2S2",
  "method": "the ωB97M-V functional and the def2-TZVPD basis",
  "e_homo_ev": [-9.45, -9.45],
  "de_lowest_kcal_mol": 1.5,
  "elements": ["N", "H", "S", "O", "O", "C", "S", "H", "H"],
  "xyz": [[1.411879, -0.431752, 0.117638], [1.549139, 1.795388, 0.113091], [-2.054688, -0.403201, 0.431372], [-1.227019, -1.479162, -0.173921], [-0.335840, 1.104395, -0.011798], [0.845568, 0.815172, 0.091244], [-3.393558, 0.313445, -0.706698], [0.778729, -1.138454, 0.027431], [2.425794, -0.575829, 0.111638]],
  "atomic_forces_ev_per_a": [[1.6, 3.9, 0.3], [-0.7, -2.5, 0.1], [0.0, -1.0, -1.4], [-0.9, 0.8, 0.7], [0.1, -0.3, 0.3], [2.2, 2.0, -0.4], [0.5, -0.3, 0.6], [-1.8, -2.7, -0.3], [-1.0, 0.2, 0.0]]
}

---

(4)
{
  "formula": "C4H5NOS2",
  "method": "the ωB97M-V functional and the def2-TZVPD basis",
  "e_homo_ev": -9.09,
  "de_lowest_kcal_mol": 106.9,
  "smiles": "C=CN(S)C(=S)C=O",
  "elements": ["C", "H", "C", "S", "H", "S", "N", "H", "C", "O", "H", "C", "H"],
  "xyz": [[-2.189935, 1.062493, 0.073812], [-0.394849, 2.115587, 0.037698], [1.369290, 0.072219, -0.224838], [2.393431, 1.423161, -0.088177], [-1.177517, -1.932654, 1.099984], [-0.651509, -1.563843, -0.343349], [0.048555, -0.023462, 0.219797], [-2.979282, 0.139192, 0.456135], [-0.802972, 1.111144, -0.014293], [2.400407, -1.806906, 0.676328], [2.562977, -1.364760, -1.604077], [2.173751, -1.175304, -0.413910], [-2.752341, 1.943131, 0.124889]],
  "atomic_forces_ev_per_a": [[0.8, -3.5, 1.7], [0.6, -0.4, -0.5], [1.2, 2.1, 1.6], [-1.7, -1.7, -0.7], [1.2, 0.6, -3.3], [-1.2, -0.1, 4.0], [0.3, -0.3, -2.9], [3.0, 2.3, -1.6], [-3.9, -0.3, 1.8], [-0.3, 2.0, -5.3], [-0.7, 0.1, 3.4], [0.9, -2.3, 2.2], [-0.3, 1.5, -0.4]]
}

---

(5)
{
  "formula": "C10H11AuCl6Y",
  "method": "the ωB97M-V functional and the def2-TZVPD basis",
  "multiplicity": 3,
  "total_charge": -1,
  "e_homo_ev": [-4.69, -5.14],
  "de_lowest_kcal_mol": 0.0,
  "elements": ["H", "H", "C", "C", "Y", "H", "H", "C", "Cl", "Au", "C", "H", "H", "H", "C", "C", "C", "Cl", "C", "H", "C", "Cl", "H", "Cl", "C", "Cl", "H", "H", "Cl"],
  "xyz": [[0.811784, -1.275593, -1.382894], [-1.314140, 1.235806, 2.557040], [0.864679, -1.671572, -0.358769], [3.312116, 3.220833, 0.712660], [2.289877, 1.069070, 0.544001], [5.193445, 1.178228, 1.276512], [4.760716, 0.403757, -0.185548], [-2.165780, -0.812488, -0.216824], [-1.284947, 1.091036, -1.906930], [-0.326119, -0.392123, 0.806875], [-2.434861, -0.091198, -1.365743], [3.576724, 3.172503, -0.377924], [-0.539981, -0.077094, 3.440898], [2.830335, 4.185463, 0.930830], [-0.381308, 0.623368, 2.566251], [-3.113742, -1.710442, 0.243280], [4.499819, 0.391495, 0.906706], [-2.898655, -2.479895, 1.764336], [-3.626112, -0.283857, -2.106959], [4.851134, -0.539436, 1.360069], [-4.305908, -1.975173, -0.470236], [-3.928970, 0.619069, -3.535432], [1.893992, -1.743758, 0.018214], [2.646698, 1.162439, -1.937841], [-4.539445, -1.245394, -1.659858], [-5.429183, -3.135696, 0.081453], [0.353448, -2.643660, -0.279194], [4.328368, 3.313656, 1.154700], [-5.923983, -1.589342, -2.579673]],
  "atomic_forces_ev_per_a": [[0.2, -0.2, 0.3], [0.6, 0.0, -0.1], [0.0, -0.6, -0.5], [0.5, 0.4, -0.2], [0.8, 0.8, 0.3], [-0.6, -0.3, 0.2], [-0.1, -0.5, 0.6], [0.3, -0.1, -0.3], [0.0, 0.0, -0.1], [-0.7, 0.1, 0.0], [-1.0, -0.3, -0.5], [-0.4, 0.4, 0.5], [0.6, 0.8, -0.6], [-0.1, -0.1, -0.3], [-0.6, -0.2, 1.7], [-1.0, 0.1, -1.0], [0.8, 0.1, -0.3], [0.3, -0.3, 0.4], [0.7, -0.2, 0.9], [0.0, -0.2, -0.2], [1.1, 1.1, -0.4], [-0.1, 0.0, -0.1], [-0.2, 0.0, -0.2], [-0.4, -0.2, -0.5], [0.7, -0.3, 0.7], [-0.3, -0.2, 0.1], [0.3, 0.3, -0.1], [-0.6, -0.3, 0.2], [-0.7, -0.1, -0.4]]
}

---

Please write out number 5 again, unchanged.
{
  "formula": "C10H11AuCl6Y",
  "method": "the ωB97M-V functional and the def2-TZVPD basis",
  "multiplicity": 3,
  "total_charge": -1,
  "e_homo_ev": [-4.69, -5.14],
  "de_lowest_kcal_mol": 0.0,
  "elements": ["H", "H", "C", "C", "Y", "H", "H", "C", "Cl", "Au", "C", "H", "H", "H", "C", "C", "C", "Cl", "C", "H", "C", "Cl", "H", "Cl", "C", "Cl", "H", "H", "Cl"],
  "xyz": [[0.811784, -1.275593, -1.382894], [-1.314140, 1.235806, 2.557040], [0.864679, -1.671572, -0.358769], [3.312116, 3.220833, 0.712660], [2.289877, 1.069070, 0.544001], [5.193445, 1.178228, 1.276512], [4.760716, 0.403757, -0.185548], [-2.165780, -0.812488, -0.216824], [-1.284947, 1.091036, -1.906930], [-0.326119, -0.392123, 0.806875], [-2.434861, -0.091198, -1.365743], [3.576724, 3.172503, -0.377924], [-0.539981, -0.077094, 3.440898], [2.830335, 4.185463, 0.930830], [-0.381308, 0.623368, 2.566251], [-3.113742, -1.710442, 0.243280], [4.499819, 0.391495, 0.906706], [-2.898655, -2.479895, 1.764336], [-3.626112, -0.283857, -2.106959], [4.851134, -0.539436, 1.360069], [-4.305908, -1.975173, -0.470236], [-3.928970, 0.619069, -3.535432], [1.893992, -1.743758, 0.018214], [2.646698, 1.162439, -1.937841], [-4.539445, -1.245394, -1.659858], [-5.429183, -3.135696, 0.081453], [0.353448, -2.643660, -0.279194], [4.328368, 3.313656, 1.154700], [-5.923983, -1.589342, -2.579673]],
  "atomic_forces_ev_per_a": [[0.2, -0.2, 0.3], [0.6, 0.0, -0.1], [0.0, -0.6, -0.5], [0.5, 0.4, -0.2], [0.8, 0.8, 0.3], [-0.6, -0.3, 0.2], [-0.1, -0.5, 0.6], [0.3, -0.1, -0.3], [0.0, 0.0, -0.1], [-0.7, 0.1, 0.0], [-1.0, -0.3, -0.5], [-0.4, 0.4, 0.5], [0.6, 0.8, -0.6], [-0.1, -0.1, -0.3], [-0.6, -0.2, 1.7], [-1.0, 0.1, -1.0], [0.8, 0.1, -0.3], [0.3, -0.3, 0.4], [0.7, -0.2, 0.9], [0.0, -0.2, -0.2], [1.1, 1.1, -0.4], [-0.1, 0.0, -0.1], [-0.2, 0.0, -0.2], [-0.4, -0.2, -0.5], [0.7, -0.3, 0.7], [-0.3, -0.2, 0.1], [0.3, 0.3, -0.1], [-0.6, -0.3, 0.2], [-0.7, -0.1, -0.4]]
}